Below is a structure of composition C29H38N5SSe2V at a distorted geometry, with properties calculated with ωB97M-V/def2-TZVPD.

Results
HOMO level (alpha / beta) in eV: -9.38 / -10.05
⟨S²⟩: 3.768
E_tot in Ha: -7546.5489

ORCA input file:
```
! wB97M-V def2-TZVPD RIJCOSX def2/J DEFGRID3
* xyz 1 4
H 3.95 2.27 1.91
H 1.61 -0.98 6.04
C -1.57 -5.07 -0.08
C 2.88 2.04 1.90
H 2.20 3.97 1.24
C -0.52 -0.12 4.06
H 4.89 -3.90 -0.16
H -4.92 -2.90 0.20
C -2.81 -1.02 -0.30
H 2.55 2.84 -0.08
C -0.52 -6.47 -1.89
N 0.80 -0.06 4.32
H -2.89 -3.05 -0.54
C -3.17 -7.18 0.73
C 3.89 -3.49 -0.13
C 3.95 0.20 -0.07
C -4.21 -0.97 -0.47
C -3.22 -5.97 1.41
C 1.34 -2.39 -0.04
C -2.42 -4.92 1.01
H -3.87 -5.85 2.27
C -0.10 3.63 -0.71
H -3.79 -8.00 1.05
H 0.58 3.37 -1.52
H 0.50 -6.50 -1.51
V -0.10 0.02 0.49
H -0.55 -0.90 7.01
C -0.35 -0.03 6.37
H -0.52 0.87 6.96
H 3.55 -4.06 1.90
C 3.37 -2.87 -1.25
C -0.95 -2.67 -0.25
H -2.26 -8.28 -0.84
H 1.49 -0.36 3.65
N 0.03 -1.84 -0.05
Se 2.71 0.14 1.43
H 0.31 -2.37 2.42
C -2.03 0.12 -0.08
C -2.74 1.32 0.00
H -4.73 -2.75 -1.56
H 0.07 4.66 -0.39
C 2.10 -2.32 -1.21
C 3.14 -3.56 1.03
C -5.02 -2.22 -0.65
C -1.49 -6.29 -0.76
H 0.22 -4.28 -0.73
C 1.85 -3.04 1.09
H 1.66 0.79 6.03
H -6.08 -1.97 -0.74
S -1.26 -0.24 2.56
H -2.44 -3.99 1.56
H -5.91 0.32 -0.58
H 3.52 0.80 -0.88
N -1.21 -0.05 5.21
H -1.13 3.50 -1.03
H 1.65 -3.27 3.20
C 1.06 -0.08 5.75
H -0.71 -7.41 -2.40
H -4.60 2.37 -0.16
C 1.02 -3.21 2.32
H 3.95 -2.81 -2.16
H 0.44 -4.13 2.25
N -0.72 -4.01 -0.47
H -0.60 -5.66 -2.61
N -2.24 -2.30 -0.34
H 4.10 -0.82 -0.41
H -2.22 2.23 0.30
C 2.14 2.93 0.93
H -2.21 0.01 5.25
H 4.88 0.63 0.28
C -2.30 -7.33 -0.34
C -4.84 0.26 -0.44
Se 0.22 2.47 0.83
H 1.68 -1.81 -2.08
C -4.10 1.41 -0.21
H 2.48 2.16 2.91
*
```



Below is a structure of composition C29H39KN4OPV at a distorted geometry, with properties calculated with ωB97M-V/def2-TZVPD.

Results
HOMO level (alpha / beta) in eV: -14.17 / -14.17
E_tot in Ha: -3307.3884

ORCA input file:
```
! wB97M-V def2-TZVPD RIJCOSX def2/J DEFGRID3
* xyz 2 1
H 0.09 2.32 -5.25
C 2.30 -0.42 -2.05
C 3.82 -2.82 2.60
H 1.33 2.65 -4.02
H -4.69 -0.84 1.97
C -3.77 -1.16 2.48
C 1.77 -2.37 -3.94
H -0.57 -1.84 4.57
H -1.40 4.31 -4.26
H -2.36 -0.71 0.85
C -0.68 3.22 4.29
H 2.79 -0.07 -2.97
P 0.10 -0.15 2.13
N -0.28 2.10 -1.89
H -2.76 -2.64 5.38
C 3.01 -2.57 3.71
H 1.96 -1.21 0.22
C -0.58 -1.61 -3.99
V -0.30 0.32 -1.16
H -0.81 -2.48 -4.61
H 2.37 2.53 5.63
C -1.45 -1.68 3.96
H 1.73 2.77 -1.50
C -0.89 4.05 -3.32
C -2.70 -2.10 4.44
H -2.03 0.78 -3.42
C 1.51 -1.24 2.33
H 4.73 -3.42 2.69
C -0.70 2.53 -3.23
C 0.59 -1.92 -3.07
N -1.81 -0.24 -1.38
C -3.65 -2.34 -1.08
C -2.52 -0.95 1.92
H -0.03 -3.97 -2.74
K -3.59 1.13 -0.45
H -1.50 3.94 4.36
H 1.31 -1.49 4.48
H -0.33 -0.78 -4.66
C 0.45 3.36 5.10
H 1.44 -3.19 -4.59
C 1.88 -1.75 3.59
H 2.60 -2.75 -3.32
H -4.84 -2.04 4.15
H 0.98 -3.29 -1.45
H 2.28 0.73 3.95
C -2.01 1.86 -3.62
H 0.06 4.59 -3.30
C -1.36 -1.05 2.71
H 2.89 -1.26 -1.67
H 0.51 4.19 5.81
C -3.86 -1.79 3.74
H 0.46 3.99 -1.29
H -1.52 4.41 -2.50
H 2.12 -1.55 -4.57
N 0.01 0.32 0.62
O -4.44 -1.80 -0.43
C 1.50 2.44 4.99
H -1.67 2.06 2.75
H -2.20 2.00 -4.69
C 0.68 2.92 -1.18
N 0.90 -0.75 -2.25
H -0.72 -2.80 -1.58
H 4.09 -2.48 0.46
H 0.61 1.04 -4.13
C 3.46 -2.30 1.34
C 0.39 2.12 -4.22
H -2.86 2.31 -3.08
C 1.43 1.40 4.06
H 3.26 -3.00 4.68
C 0.27 1.22 3.28
C -0.78 2.16 3.39
H -1.48 -1.34 -3.43
H 0.64 2.67 -0.10
C 0.18 -3.07 -2.15
C 2.28 -1.56 1.21
H 2.37 0.39 -1.31
*
```



Below is a structure of composition C29H39LuO5 at a distorted geometry, with properties calculated with ωB97M-V/def2-TZVPD.

Results
HOMO level (alpha / beta) in eV: 1.88 / 1.04
E_tot in Ha: -2739.8999

ORCA input file:
```
! wB97M-V def2-TZVPD RIJCOSX def2/J DEFGRID3
* xyz -2 1
C -0.04 6.36 -0.34
C 1.41 -1.11 2.20
H -0.37 -1.49 3.52
C 0.45 -1.89 2.93
H -0.80 7.99 2.14
O -0.30 6.37 0.99
H -0.29 1.81 -2.40
H 1.59 4.02 0.65
H 1.47 -0.03 2.18
C -2.19 -1.93 0.50
H 0.49 2.39 -3.91
C 1.81 2.41 -2.17
H 2.41 4.39 -1.46
O -2.90 4.73 -1.14
C 3.05 2.52 -3.05
H 0.44 1.31 0.18
C 1.12 -8.03 0.35
C 0.85 -3.25 2.86
H -1.05 -8.88 1.86
C 0.34 -7.25 1.41
C -1.40 -3.32 -1.18
H 1.17 -9.08 0.64
H 2.86 3.24 -3.86
C 1.35 1.94 0.08
O 0.48 7.27 -0.94
H -1.90 7.73 0.74
H -2.53 -1.04 1.01
H -3.23 7.99 -2.70
H -1.10 3.06 -0.38
O -2.01 6.71 -1.73
C 0.38 4.66 -2.17
H 1.98 1.77 0.97
H -0.75 4.12 1.02
H 0.65 -7.96 -0.63
C -0.51 -4.92 0.48
H -0.22 4.10 -2.89
H 0.89 0.79 -3.25
H 3.28 1.55 -3.50
C -0.43 3.84 0.00
H 0.53 -6.80 3.52
C -1.07 -7.82 1.59
C 1.48 3.80 -1.54
H 2.08 -6.92 2.66
H -1.75 -1.15 -1.57
C 2.03 -3.33 2.06
H 1.16 -8.38 3.05
H -1.07 -3.73 -2.13
C 2.39 -2.01 1.68
C -1.31 7.24 1.53
O 2.08 1.49 -1.07
C -0.50 5.04 -0.97
H 0.77 5.57 -2.64
C 1.08 -7.34 2.74
C -1.73 -4.23 -0.02
Lu 0.17 -2.60 0.65
C -2.13 -3.21 1.04
C -3.32 7.03 -2.20
C 1.02 3.42 -0.08
H 3.32 -1.73 1.18
H -2.48 -5.00 -0.27
H 2.15 -7.64 0.28
C -1.76 -2.00 -0.89
H -1.66 -7.70 0.67
C 0.65 1.82 -2.98
H 2.59 -4.23 1.83
H 3.91 2.87 -2.47
H -4.02 7.08 -1.35
H -1.58 -7.28 2.40
H -2.36 -3.53 2.06
H -1.96 6.62 2.15
C 0.15 -5.83 0.98
H -3.67 6.25 -2.89
H 0.34 -4.08 3.33
C -1.92 5.44 -1.30
*
```